# 1
The following is a DFT calculation (the ωB97M-V functional and the def2-TZVPD basis) of a cluster of 11 separate species, C25H60ClF11N2O15P in total.

ORCA input file:
```
! RIJCOSX wB97M-V def2-TZVPD def2/J DEFGRID3
* xyz 1 1
N 5.066 3.063 1.255
C 4.166 2.089 0.622
C 2.730 2.256 1.141
O 1.830 2.574 0.048
C 2.143 0.988 1.763
C 1.823 0.051 0.622
C 1.854 -1.470 0.664
C 3.029 -2.121 1.369
F 4.173 -1.411 1.168
F 3.252 -3.380 0.896
C 2.762 -2.308 2.887
F 3.903 -2.167 3.584
F 1.867 -1.374 3.337
C 1.571 -1.790 -0.820
C 1.267 -3.256 -1.178
P 2.575 -3.883 -2.256
O 2.259 -3.593 -3.656
O 3.896 -3.105 -1.816
O 2.764 -5.417 -1.880
C 0.467 -0.711 -1.135
C -0.857 -1.168 -1.747
F -0.526 -1.654 -2.970
F -1.438 -2.169 -1.036
C -1.921 -0.047 -1.966
F -1.281 1.151 -2.021
F -2.766 -0.022 -0.919
C -2.754 -0.198 -3.267
F -3.775 0.646 -3.192
F -2.008 0.120 -4.308
F -3.207 -1.430 -3.387
N 0.407 0.225 0.072
C -0.640 -0.056 1.096
C -1.591 1.049 1.491
O -2.635 0.787 1.964
Cl -1.054 2.691 1.302
H 4.985 3.931 0.741
H 6.028 2.763 1.118
H 4.133 2.216 -0.462
H 4.554 1.090 0.796
H 2.713 3.069 1.860
H 1.820 3.524 -0.089
H 1.258 1.247 2.339
H 2.874 0.562 2.438
H 2.450 0.331 -0.221
H 0.984 -1.897 1.170
H 2.335 -3.295 3.028
H 2.398 -1.452 -1.432
H 1.162 -3.870 -0.287
H 0.374 -3.385 -1.772
H 4.548 -3.581 -1.295
H 3.689 -5.689 -1.867
H 0.880 -0.086 -1.923
H 0.389 1.190 -0.290
H -0.144 -0.374 2.009
H -1.278 -0.870 0.785
C 0.434 -6.001 3.432
O 1.412 -5.538 2.487
H -0.320 -5.221 3.523
H -0.034 -6.923 3.083
H 0.890 -6.167 4.411
H 2.074 -6.229 2.400
C -4.563 -0.222 4.265
O -4.834 -0.619 5.603
H -3.872 0.615 4.311
H -4.097 -1.032 3.697
H -5.471 0.103 3.751
H -5.447 -1.357 5.583
C -3.204 3.376 -6.093
O -1.968 2.910 -5.542
H -2.966 3.888 -7.022
H -3.884 2.552 -6.307
H -3.700 4.079 -5.420
H -2.170 2.460 -4.722
C 1.799 4.060 4.711
O 2.442 4.434 3.494
H 1.663 2.980 4.691
H 2.416 4.316 5.575
H 0.827 4.546 4.803
H 2.560 5.388 3.510
C 4.389 -0.136 -4.539
O 3.918 -0.476 -3.233
H 4.993 0.761 -4.437
H 5.005 -0.935 -4.953
H 3.562 0.070 -5.222
H 3.401 -1.282 -3.325
C -1.916 -9.524 2.655
O -0.859 -8.778 2.050
H -1.691 -9.596 3.715
H -2.879 -9.024 2.532
H -1.979 -10.532 2.241
H -1.041 -8.715 1.109
C -1.639 6.865 3.639
O -0.622 5.904 3.345
H -1.139 7.809 3.836
H -2.319 6.997 2.795
H -2.213 6.580 4.524
H -1.056 5.066 3.169
C -7.097 2.017 -5.114
O -6.519 2.960 -6.017
H -6.378 1.857 -4.312
H -8.029 2.397 -4.693
H -7.286 1.062 -5.614
H -7.152 3.110 -6.724
C 9.375 2.375 1.050
O 7.978 2.192 1.288
H 9.493 3.343 0.572
H 9.937 2.372 1.985
H 9.769 1.603 0.386
H 7.859 1.341 1.719
C -10.318 2.271 -2.682
O -10.034 3.178 -3.743
H -10.568 1.316 -3.135
H -9.452 2.135 -2.028
H -11.167 2.608 -2.083
H -9.817 4.030 -3.355
*
```

## Properties
Energy (Eh): -4126.456205
E_LUMO (eV): -2.49
Gap between HOMO and LUMO (Eh): 0.3256


# 2
The following is a DFT calculation (the ωB97M-V functional and the def2-TZVPD basis) of a cluster of 8 separate species, C25H60NO17PS in total in a non-equilibrium geometry.

ORCA input file:
```
! RIJCOSX wB97M-V def2-TZVPD def2/J DEFGRID3
* xyz 0 1
C -1.012 -1.726 -0.041
C -0.121 -0.480 -0.624
O 0.978 -0.813 -1.356
N -0.413 0.994 -0.485
C -1.367 1.432 -1.616
C -0.986 1.373 0.857
O -1.143 2.857 0.909
S 0.350 3.642 0.654
O 0.560 4.173 -0.793
O 0.376 4.915 1.586
C 1.814 2.577 1.265
P 3.325 3.674 1.759
O 3.357 4.978 0.813
O 4.768 2.708 1.415
O 3.301 4.136 3.472
C 1.237 1.650 2.487
C 2.434 0.644 3.081
C 2.764 -0.625 2.096
O 3.192 -1.761 2.715
C -0.154 0.846 2.164
C -1.154 1.140 3.474
C -0.597 0.480 4.872
O 0.107 1.226 5.767
O -0.803 -0.943 5.280
H -0.288 -2.340 0.682
H -1.919 -1.389 0.646
H -1.337 -2.504 -0.877
H -0.949 2.424 -2.134
H -2.443 1.713 -1.191
H -1.454 0.610 -2.464
H -2.077 0.899 0.929
H 2.089 1.870 0.344
H 4.488 1.968 0.777
H 2.890 3.393 4.013
H 1.018 2.402 3.389
H 2.084 0.222 4.140
H 3.437 1.215 3.284
H 2.616 -0.645 0.929
H -0.010 -0.338 2.163
H -1.146 2.319 3.633
H -2.242 0.730 3.300
H -1.506 -1.336 4.673
C -6.161 0.350 -2.721
C -5.371 1.046 -1.632
O -4.161 1.562 -2.166
H -5.577 -0.466 -3.159
H -7.095 -0.058 -2.324
H -6.397 1.045 -3.533
H -5.119 0.343 -0.833
H -5.944 1.871 -1.198
H -4.396 2.192 -2.870
C 3.597 -3.188 -3.627
C 2.912 -3.206 -2.276
O 1.758 -4.032 -2.328
H 2.915 -2.816 -4.399
H 4.486 -2.551 -3.605
H 3.894 -4.199 -3.924
H 2.597 -2.197 -1.992
H 3.583 -3.588 -1.501
H 2.050 -4.928 -2.572
C 2.750 -7.315 -0.162
C 1.583 -7.944 -0.894
O 0.442 -7.103 -0.802
H 2.500 -7.151 0.891
H 3.636 -7.953 -0.220
H 2.992 -6.336 -0.589
H 1.330 -8.912 -0.451
H 1.820 -8.099 -1.951
H 0.674 -6.249 -1.206
C -1.679 -1.443 -5.961
C -1.807 -1.074 -4.498
O -2.349 0.232 -4.372
H -1.035 -0.728 -6.483
H -1.258 -2.446 -6.075
H -2.655 -1.412 -6.455
H -0.826 -1.085 -4.013
H -2.459 -1.778 -3.971
H -3.223 0.229 -4.798
C -6.508 5.497 0.105
C -5.325 4.598 -0.187
O -5.529 3.911 -1.413
H -7.432 4.912 0.162
H -6.369 6.030 1.050
H -6.645 6.230 -0.697
H -5.206 3.853 0.606
H -4.400 5.177 -0.258
H -5.625 4.581 -2.111
C 5.959 -8.656 3.324
C 5.123 -7.404 3.486
O 3.842 -7.597 2.904
H 6.072 -8.909 2.265
H 6.951 -8.522 3.764
H 5.472 -9.511 3.805
H 5.601 -6.557 2.985
H 4.994 -7.152 4.543
H 3.422 -8.345 3.361
C 0.901 8.995 -0.159
C 0.217 8.977 1.192
O -0.937 8.150 1.140
H 0.219 9.366 -0.931
H 1.790 9.631 -0.137
H 1.199 7.984 -0.456
H -0.098 9.985 1.475
H 0.888 8.594 1.967
H -0.646 7.255 0.896
*
```

## Properties
Energy (Eh): -3061.527535
E_LUMO (eV): -0.74
Structure (SMILES): CC(=O)N(C)[C@@H]1OS(=O)(=O)[C@@H](P(=O)(O)O)[C@H](CC=O)[C@H]1CC(=O)O.CCO.CCO.CCO.CCO.CCO.CCO.CCO
Gap between HOMO and LUMO (Eh): 0.3195


# 3
The following is a DFT calculation (the ωB97M-V functional and the def2-TZVPD basis) of a cluster of 6 separate species, C25H61Br2N4O5 in total in a non-equilibrium geometry.

ORCA input file:
```
! RIJCOSX wB97M-V def2-TZVPD def2/J DEFGRID3
* xyz 1 1
C -0.248 5.996 -4.612
C -1.749 5.483 -4.752
Br -2.060 3.537 -4.521
C -2.797 6.350 -5.047
Br -2.417 8.262 -5.322
N -4.137 5.764 -5.141
C -5.097 6.047 -4.273
N -4.904 6.932 -3.129
N -6.420 5.450 -4.387
C -6.280 4.124 -3.630
N -7.156 3.057 -4.170
H -0.200 6.903 -3.922
H 0.422 5.215 -4.132
H 0.153 6.311 -5.628
H -4.380 5.102 -5.896
H -4.410 6.376 -2.419
H -4.389 7.779 -3.392
H -7.069 5.993 -3.799
H -5.196 3.800 -3.800
H -6.443 4.288 -2.522
H -7.657 3.483 -4.957
H -6.548 2.321 -4.550
C 3.834 1.755 -2.401
C 2.628 2.612 -2.062
O 1.874 3.003 -3.205
C 1.296 1.955 -3.970
C 0.294 1.121 -3.191
H 4.445 2.235 -3.169
H 4.447 1.593 -1.512
H 3.536 0.777 -2.783
H 2.974 3.536 -1.593
H 1.983 2.114 -1.330
H 2.077 1.326 -4.407
H 0.779 2.434 -4.806
H 0.782 0.542 -2.403
H -0.217 0.418 -3.854
H -0.450 1.761 -2.710
C 2.528 0.012 2.599
C 1.157 0.158 1.964
O 1.133 -0.181 0.586
C 1.476 -1.522 0.261
C 0.536 -2.550 0.865
H 3.282 0.548 2.017
H 2.520 0.406 3.618
H 2.835 -1.035 2.649
H 0.850 1.205 2.027
H 0.404 -0.419 2.512
H 2.515 -1.728 0.537
H 1.424 -1.596 -0.829
H 0.627 -2.585 1.954
H 0.762 -3.547 0.480
H -0.503 -2.307 0.632
C 0.272 -2.134 6.596
C 0.490 -2.507 5.140
O 1.715 -3.184 4.907
C 1.880 -4.432 5.568
C 0.851 -5.472 5.161
H 1.137 -1.594 6.989
H -0.615 -1.505 6.700
H 0.129 -3.019 7.219
H 0.529 -1.591 4.545
H -0.350 -3.095 4.754
H 1.890 -4.290 6.653
H 2.873 -4.796 5.294
H -0.150 -5.200 5.504
H 1.099 -6.443 5.593
H 0.808 -5.567 4.073
C -5.709 -1.318 -6.325
C -5.042 0.012 -6.625
O -4.261 0.511 -5.546
C -3.161 -0.293 -5.137
C -2.121 -0.491 -6.226
H -6.266 -1.268 -5.386
H -6.395 -1.590 -7.129
H -4.975 -2.121 -6.227
H -5.817 0.760 -6.813
H -4.439 -0.046 -7.537
H -3.514 -1.254 -4.749
H -2.695 0.229 -4.297
H -2.511 -1.098 -7.046
H -1.241 -1.000 -5.825
H -1.814 0.470 -6.647
C 6.467 -4.050 6.526
C 5.167 -3.700 7.230
O 4.504 -4.828 7.785
C 5.210 -5.542 8.790
C 5.519 -4.708 10.021
H 6.309 -4.851 5.799
H 6.867 -3.176 6.009
H 7.225 -4.395 7.233
H 4.478 -3.268 6.500
H 5.327 -2.935 7.997
H 6.121 -5.984 8.375
H 4.565 -6.374 9.082
H 6.242 -3.920 9.799
H 5.940 -5.334 10.810
H 4.614 -4.225 10.396
*
```

## Properties
Energy (Eh): -6731.995095
E_LUMO (eV): -4.20
Gap between HOMO and LUMO (Eh): 0.2364


# 4
The following is a DFT calculation (the ωB97M-V functional and the def2-TZVPD basis) of a cluster of 6 separate species, C25H61F3N2O13P2 in total in a non-equilibrium geometry.

ORCA input file:
```
! RIJCOSX wB97M-V def2-TZVPD def2/J DEFGRID3
* xyz 0 1
N 0.136 1.031 0.358
H 0.454 1.943 0.063
H 0.353 1.053 1.344
H 0.558 0.226 -0.082
H -0.870 1.041 0.264
C 1.274 0.176 3.513
O 0.976 -0.784 2.491
O 0.579 1.382 3.214
C 1.171 -0.495 4.914
F 0.104 0.019 5.555
F 1.044 -1.841 4.885
F 2.183 -0.194 5.697
C 1.969 -1.841 2.221
C 1.166 -3.036 1.693
H 1.816 -3.773 1.222
H 0.692 -3.578 2.511
H 0.426 -2.797 0.929
H 2.602 -2.127 3.061
H 2.682 -1.466 1.488
H 2.340 0.246 3.299
C 1.889 5.230 -1.961
C 1.436 3.797 -1.640
N 1.129 3.490 -0.262
C 2.318 3.391 0.642
C 3.500 2.551 0.083
C 0.139 4.341 0.369
C -1.252 4.314 -0.364
H 2.039 5.530 -2.999
H 2.821 5.420 -1.429
H 1.209 5.996 -1.589
H 0.590 3.569 -2.289
H 2.201 3.120 -2.020
H 2.713 4.380 0.872
H 2.083 2.823 1.542
H 3.216 1.533 -0.182
H 4.061 3.101 -0.673
H 4.307 2.385 0.797
H 0.352 5.410 0.340
H -0.019 4.019 1.398
H -2.094 4.757 0.169
H -1.462 3.250 -0.474
H -1.249 4.759 -1.359
C 4.025 -4.869 -1.767
C 2.648 -4.228 -2.194
O 2.488 -3.121 -1.397
P 2.533 -1.618 -1.987
O 1.797 -0.646 -1.179
O 4.121 -1.377 -2.016
C 4.873 -1.265 -0.787
C 6.366 -1.412 -1.072
O 2.092 -1.684 -3.555
C 1.825 -0.522 -4.325
C 2.722 -0.581 -5.597
H 4.311 -5.755 -2.333
H 4.767 -4.086 -1.924
H 4.124 -5.184 -0.729
H 2.614 -4.008 -3.261
H 1.812 -4.872 -1.921
H 4.703 -0.266 -0.386
H 4.455 -1.917 -0.020
H 6.622 -0.719 -1.874
H 6.818 -1.174 -0.110
H 6.596 -2.433 -1.375
H 0.810 -0.424 -4.711
H 2.042 0.402 -3.788
H 2.683 -1.594 -5.998
H 2.370 0.055 -6.410
H 3.773 -0.363 -5.407
C -3.147 1.610 5.164
C -3.065 0.784 3.875
O -3.523 1.654 2.862
P -3.632 1.354 1.265
O -2.569 0.484 0.669
O -5.171 0.772 1.136
C -5.492 -0.608 1.369
C -6.062 -1.325 0.142
O -3.808 2.805 0.565
C -4.910 3.675 0.621
C -5.558 3.965 -0.744
H -2.900 1.058 6.071
H -2.558 2.527 5.166
H -4.133 2.058 5.289
H -2.036 0.470 3.697
H -3.746 -0.063 3.797
H -4.604 -1.108 1.756
H -6.237 -0.724 2.155
H -6.995 -0.893 -0.221
H -5.349 -1.340 -0.682
H -6.343 -2.354 0.365
H -5.654 3.066 1.134
H -4.849 4.564 1.249
H -4.843 4.570 -1.301
H -5.765 2.997 -1.201
H -6.537 4.419 -0.590
C -2.786 -6.783 -1.156
O -1.871 -5.650 -1.624
C -2.024 -4.429 -1.072
O -2.815 -4.240 -0.178
O -1.385 -3.502 -1.785
C -1.549 -2.137 -1.528
H -2.846 -6.743 -0.069
H -2.358 -7.713 -1.531
H -3.807 -6.622 -1.503
H -1.043 -1.714 -2.397
H -1.020 -1.787 -0.641
H -2.578 -1.788 -1.615
*
```

## Properties
Energy (Eh): -3059.207046
E_LUMO (eV): 0.49
Gap between HOMO and LUMO (Eh): 0.2777